(1)
Computed, not measured: a structure of composition C30H31BrF4GeN4OPd in a non-equilibrium geometry, with ωB97M-V/def2-TZVPD.

Positions of all 73 atoms, in Å:
Pd: 0.547 0.719 0.068
C: 1.993 -5.983 -3.558
C: 2.421 -4.684 -4.249
C: 1.495 -4.422 -5.442
C: 3.843 -4.871 -4.780
C: 2.329 -3.519 -3.253
C: 1.116 -3.170 -2.689
C: 1.056 -2.145 -1.756
Br: -0.682 -1.757 -1.074
C: 2.164 -1.415 -1.304
O: 2.127 -0.510 -0.316
C: 3.374 -1.715 -1.935
C: 3.420 -2.764 -2.860
C: 4.702 -0.960 -1.692
C: 5.208 -0.406 -3.035
C: 4.628 0.230 -0.729
C: 5.742 -1.939 -1.128
H: 2.060 -6.828 -4.249
H: 0.963 -5.922 -3.200
H: 2.634 -6.192 -2.698
H: 1.564 -5.239 -6.167
H: 1.768 -3.492 -5.946
H: 0.451 -4.342 -5.130
H: 3.866 -5.714 -5.476
H: 4.553 -5.088 -3.978
H: 4.197 -3.988 -5.318
H: 0.205 -3.691 -2.960
H: 4.381 -2.992 -3.299
H: 4.478 0.289 -3.460
H: 5.389 -1.190 -3.771
H: 6.146 0.136 -2.884
H: 3.891 0.971 -1.043
H: 5.614 0.707 -0.718
H: 4.376 -0.069 0.287
H: 5.945 -2.765 -1.812
H: 5.394 -2.364 -0.183
H: 6.687 -1.420 -0.940
F: -2.480 3.665 -5.129
C: -1.207 3.491 -4.797
C: -0.269 3.876 -5.664
F: -0.652 4.408 -6.814
C: 1.163 3.763 -5.378
C: 1.486 3.125 -4.100
C: 0.542 2.755 -3.226
F: 0.880 2.137 -2.078
C: -0.870 2.948 -3.485
C: -1.760 2.631 -2.550
C: -1.334 2.324 -1.215
N: -0.971 2.103 -0.151
C: -3.187 2.511 -2.768
N: -4.320 2.368 -2.873
F: 2.757 2.885 -3.822
C: 2.107 4.221 -6.219
C: 1.805 4.846 -7.491
N: 1.644 5.359 -8.504
C: 3.526 4.164 -5.931
N: 4.658 4.182 -5.751
C: 1.360 -0.374 4.745
Ge: 1.771 -0.337 2.842
C: 3.015 1.112 2.542
C: 2.405 -2.087 2.384
C: 0.094 0.161 1.926
H: 2.262 -0.606 5.315
H: 0.615 -1.144 4.952
H: 0.969 0.586 5.089
H: 4.052 0.777 2.608
H: 2.851 1.878 3.302
H: 2.868 1.552 1.557
H: 3.261 -2.331 3.019
H: 2.693 -2.151 1.337
H: 1.615 -2.813 2.590
H: -0.329 1.071 2.356
H: -0.666 -0.615 1.848

HOMO level: -7.558 eV
ΔE to the lowest compared entry with this formula, charge and spin: 9.2 kcal/mol
Multiplicity: 1
Largest force on an atom: 0.043 Eh/bohr



(2)
Computed, not measured: a cluster of 6 separate species, C32H46N6O4 in total in a non-equilibrium geometry, with ωB97M-V/def2-TZVPD.

Positions of all 88 atoms, in Å:
C: 5.577 0.640 0.970
C: 4.867 0.636 -0.438
O: 5.092 1.427 -1.309
O: 3.913 -0.380 -0.632
C: 2.744 -0.009 0.179
C: 1.497 -0.096 -0.782
C: 0.484 1.070 -0.635
C: 0.673 2.404 -1.190
C: -0.317 3.481 -1.076
C: -1.589 3.229 -0.383
C: -1.750 1.911 0.180
C: -0.761 0.825 0.074
C: -1.309 -0.427 0.789
O: -0.834 -1.529 0.833
N: -2.539 -0.052 1.464
C: -2.915 1.256 0.958
O: -4.029 1.670 1.135
H: 6.307 1.474 0.969
H: 6.023 -0.376 1.099
H: 4.813 0.790 1.765
H: 2.863 0.993 0.660
H: 2.673 -0.819 0.959
H: 1.020 -1.095 -0.667
H: 1.885 -0.046 -1.839
H: 1.616 2.645 -1.736
H: -0.158 4.482 -1.533
H: -2.395 3.985 -0.287
H: -2.368 -0.110 2.469
C: -2.473 -3.899 1.730
C: -3.833 -4.199 2.349
C: -3.901 -5.571 3.024
C: -3.769 -6.670 2.065
N: -3.663 -7.532 1.313
H: -2.239 -4.596 0.922
H: -2.464 -2.896 1.313
H: -1.679 -3.961 2.478
H: -4.606 -4.120 1.579
H: -4.052 -3.433 3.098
H: -4.860 -5.668 3.538
H: -3.123 -5.651 3.787
C: 8.351 3.920 -4.584
C: 7.679 4.094 -3.227
C: 6.324 3.388 -3.131
C: 5.327 3.975 -4.028
N: 4.545 4.434 -4.733
H: 7.763 4.378 -5.383
H: 9.333 4.395 -4.582
H: 8.488 2.862 -4.822
H: 7.564 5.160 -3.015
H: 8.339 3.685 -2.457
H: 5.960 3.459 -2.106
H: 6.439 2.325 -3.350
C: -5.611 -0.065 -3.669
C: -4.681 0.584 -2.652
C: -3.479 1.281 -3.294
C: -2.575 0.337 -3.954
N: -1.867 -0.404 -4.473
H: -5.109 -0.867 -4.216
H: -6.475 -0.500 -3.163
H: -5.977 0.668 -4.391
H: -4.340 -0.172 -1.939
H: -5.249 1.325 -2.084
H: -2.926 1.816 -2.518
H: -3.820 2.031 -4.012
C: 5.486 -0.172 6.234
C: 6.939 -0.039 5.794
C: 7.315 1.386 5.383
C: 6.604 1.824 4.180
N: 6.045 2.170 3.238
H: 4.798 0.052 5.415
H: 5.285 -1.192 6.565
H: 5.264 0.503 7.063
H: 7.132 -0.732 4.970
H: 7.583 -0.343 6.623
H: 8.390 1.428 5.190
H: 7.114 2.079 6.204
C: -7.691 -2.348 0.314
C: -8.760 -3.063 -0.505
C: -8.809 -2.599 -1.962
C: -9.229 -1.202 -2.088
N: -9.554 -0.105 -2.187
H: -7.893 -1.277 0.388
H: -7.661 -2.751 1.328
H: -6.701 -2.480 -0.132
H: -9.734 -2.920 -0.031
H: -8.552 -4.136 -0.489
H: -9.514 -3.229 -2.512
H: -7.832 -2.736 -2.432

HOMO level: -9.918 eV
ΔE to the lowest compared entry with this formula, charge and spin: 28.4 kcal/mol
Structure (SMILES): CC(=O)OCCc1cccc2c1C(=O)NC2=O.CCCC#N.CCCC#N.CCCC#N.CCCC#N.CCCC#N
Multiplicity: 1
Largest force on an atom: 0.054 Eh/bohr



(3)
Computed, not measured: a structure of composition C61H53ClN3O6P2STi in a non-equilibrium geometry, with ωB97M-V/def2-TZVPD.

Positions of all 128 atoms, in Å:
Ti: -0.253 -0.590 0.154
C: -0.361 -2.195 -6.726
C: -1.170 -0.942 -6.529
C: -1.882 -0.365 -7.575
C: -2.630 0.788 -7.389
C: -2.655 1.398 -6.143
C: -1.941 0.855 -5.088
C: -1.217 -0.321 -5.279
N: -0.470 -0.894 -4.217
C: -0.790 -0.757 -2.891
N: -2.102 -0.866 -2.604
C: -2.795 -0.252 -1.529
C: -2.116 0.154 -0.391
C: -2.832 0.907 0.543
C: -4.183 1.152 0.383
C: -4.846 0.655 -0.730
C: -4.167 -0.041 -1.713
C: -4.875 -0.527 -2.949
N: 0.126 -0.594 -1.978
C: 1.463 -0.338 -2.427
C: 2.388 -1.376 -2.406
C: 3.704 -1.154 -2.776
C: 4.100 0.119 -3.162
C: 3.172 1.149 -3.184
C: 1.838 0.946 -2.830
C: 0.848 2.071 -2.912
H: -0.576 -2.643 -7.695
H: -0.575 -2.927 -5.945
H: 0.713 -1.991 -6.688
H: -1.854 -0.840 -8.549
H: -3.182 1.215 -8.217
H: -3.209 2.314 -5.981
H: -1.931 1.367 -4.129
H: 0.490 -1.141 -4.403
H: -2.670 -1.117 -3.397
H: -2.325 1.292 1.419
H: -4.724 1.728 1.125
H: -5.907 0.837 -0.856
H: -5.943 -0.333 -2.872
H: -4.750 -1.606 -3.095
H: -4.515 -0.021 -3.850
H: 2.062 -2.351 -2.069
H: 4.419 -1.967 -2.746
H: 5.129 0.312 -3.437
H: 3.481 2.144 -3.481
H: 1.355 3.029 -2.800
H: 0.062 2.009 -2.161
H: 0.349 2.082 -3.885
O: -0.571 -0.394 2.019
P: -1.438 -1.087 3.146
C: -2.689 -2.053 2.641
P: -1.836 -3.345 -0.319
O: -0.619 -2.353 0.132
C: -1.531 -4.742 0.833
C: -2.501 -5.731 0.950
C: -2.319 -6.798 1.818
C: -1.169 -6.874 2.592
C: -0.201 -5.883 2.489
C: -0.379 -4.825 1.608
C: -1.075 -4.104 -1.826
C: 0.286 -4.394 -1.920
C: 0.810 -4.950 -3.077
C: -0.024 -5.240 -4.151
C: -1.381 -4.964 -4.064
C: -1.898 -4.390 -2.909
C: -1.780 0.405 4.152
C: -2.865 0.396 5.023
C: -3.179 1.528 5.764
C: -2.422 2.683 5.621
C: -1.344 2.708 4.744
C: -1.023 1.569 4.020
C: -0.290 -2.110 4.099
C: 1.011 -2.296 3.641
C: 1.888 -3.110 4.347
C: 1.471 -3.737 5.512
C: 0.176 -3.547 5.977
C: -0.698 -2.732 5.275
H: -3.552 -1.555 2.206
H: -2.913 -2.932 3.233
H: -3.416 -5.657 0.370
H: -3.083 -7.561 1.904
H: -1.033 -7.696 3.285
H: 0.687 -5.922 3.107
H: 0.361 -4.037 1.545
H: 0.930 -4.177 -1.075
H: 1.870 -5.164 -3.141
H: 0.385 -5.678 -5.053
H: -2.035 -5.185 -4.899
H: -2.955 -4.150 -2.846
H: -3.478 -0.497 5.086
H: -4.028 1.517 6.437
H: -2.679 3.573 6.183
H: -0.761 3.612 4.611
H: -0.195 1.589 3.324
H: 1.334 -1.804 2.730
H: 2.899 -3.250 3.984
H: 2.156 -4.371 6.062
H: -0.151 -4.033 6.888
H: -1.709 -2.582 5.638
Cl: 6.368 2.659 1.588
C: 4.981 1.665 1.223
C: 5.157 0.291 1.010
C: 4.085 -0.516 0.726
C: 2.773 0.010 0.642
O: 1.777 -0.783 0.411
C: 2.626 1.406 0.839
C: 1.351 2.051 0.671
O: 0.322 1.499 0.282
C: 3.733 2.216 1.140
H: 6.153 -0.129 1.073
H: 4.214 -1.578 0.561
H: 1.296 3.133 0.849
H: 3.585 3.278 1.297
O: 1.644 6.619 1.964
C: 0.672 5.688 2.203
O: 0.506 5.316 3.339
C: -0.087 5.210 1.036
C: 0.322 5.379 -0.294
C: -0.409 4.858 -1.341
C: -1.620 4.152 -1.135
S: -2.530 3.473 -2.425
C: -2.035 4.035 0.215
C: -1.288 4.523 1.259
H: 1.579 6.902 1.045
H: 1.258 5.879 -0.536
H: -0.065 4.990 -2.359
H: -2.965 3.520 0.410
H: -1.620 4.387 2.281

HOMO level: -4.015 eV
ΔE to the lowest compared entry with this formula, charge and spin: 0.0 kcal/mol
Charge: -1
Multiplicity: 1
Largest force on an atom: 0.026 Eh/bohr



(4)
Computed, not measured: a cluster of 6 separate species, C7H9Br2Cl15 in total in a non-equilibrium geometry, with ωB97M-V/def2-TZVPD.

Positions of all 33 atoms, in Å:
Cl: -3.360 -0.266 2.723
C: -2.994 -1.865 1.913
Cl: -3.169 -1.768 0.135
Cl: -3.919 -3.154 2.720
H: -1.918 -1.989 2.033
Cl: 1.283 -1.355 -4.676
C: 1.298 -2.672 -3.411
Cl: 2.101 -4.158 -3.927
Cl: -0.339 -2.944 -2.768
H: 1.965 -2.326 -2.621
Cl: -5.114 3.846 1.412
C: -4.576 2.635 0.181
Cl: -2.872 2.980 -0.255
Cl: -5.658 2.492 -1.232
H: -4.528 1.747 0.812
Cl: -0.556 5.259 0.710
C: 0.864 5.293 -0.451
Cl: 2.055 4.076 0.046
Cl: 1.539 7.006 -0.407
H: 0.572 4.984 -1.454
Cl: 5.468 -3.325 1.823
C: 4.695 -4.027 0.419
Cl: 5.840 -4.236 -0.940
Cl: 3.197 -3.073 0.062
H: 4.317 -4.979 0.793
Br: 0.084 0.642 3.104
C: 0.248 0.860 1.144
C: 0.624 -0.429 0.432
Br: 1.581 -0.014 -1.261
H: 0.955 1.657 0.916
H: -0.727 1.186 0.782
H: -0.256 -1.035 0.217
H: 1.301 -1.045 1.025

HOMO level: -10.443 eV
ΔE to the lowest compared entry with this formula, charge and spin: 19.1 kcal/mol
Structure (SMILES): ClC(Cl)Cl.ClC(Cl)Cl.ClC(Cl)Cl.ClC(Cl)Cl.ClC(Cl)Cl.BrCCBr
Multiplicity: 1
Largest force on an atom: 0.033 Eh/bohr



(5)
Computed, not measured: the ion C18H21N4 with charge +1 in a non-equilibrium geometry, with ωB97M-V/def2-TZVPD.

Positions of all 43 atoms, in Å:
C: -0.201 0.484 0.598
C: -1.463 -0.002 1.301
C: -2.596 0.804 1.212
C: -3.884 0.261 1.413
C: -4.016 -1.079 1.850
C: -2.866 -1.829 2.176
C: -1.619 -1.237 1.991
C: 1.106 -0.060 1.199
C: 2.052 0.760 1.795
C: 3.345 0.328 2.155
C: 3.651 -1.065 2.016
C: 2.653 -1.930 1.590
C: 1.375 -1.461 1.219
H: -0.097 1.537 0.407
H: -2.480 1.802 0.837
H: -4.759 0.893 1.318
H: -5.017 -1.442 2.155
H: -2.988 -2.806 2.663
H: -0.732 -1.822 2.303
H: 1.802 1.809 1.999
H: 4.097 0.997 2.542
H: 4.641 -1.435 2.355
H: 2.864 -3.024 1.525
H: 0.646 -2.187 0.894
N: 4.010 2.968 -0.074
N: 3.154 2.332 -0.464
N: 2.180 1.541 -0.652
C: 1.660 1.547 -1.987
C: 0.655 0.404 -2.048
C: -0.200 0.590 -3.360
C: -1.568 -0.059 -3.058
C: -1.712 -0.174 -1.488
N: -0.323 0.001 -0.863
H: 1.381 2.571 -2.383
H: 2.435 1.220 -2.730
H: 1.300 -0.516 -2.265
H: -0.283 1.630 -3.768
H: 0.341 0.089 -4.160
H: -2.435 0.363 -3.626
H: -1.548 -1.101 -3.425
H: -2.445 0.583 -1.210
H: -2.069 -1.205 -1.252
H: -0.048 -1.078 -0.696

HOMO level: -12.017 eV
ΔE to the lowest compared entry with this formula, charge and spin: 0.0 kcal/mol
Charge: +1
Multiplicity: 1
Largest force on an atom: 0.089 Eh/bohr



(6)
Computed, not measured: a structure of composition C27H28BrF12IO13Si2 in a non-equilibrium geometry, with ωB97M-V/def2-TZVPD.

Positions of all 84 atoms, in Å:
C: 0.393 1.636 0.924
C: -0.452 1.160 -0.277
C: -1.885 0.826 0.165
I: -2.836 2.674 0.778
Si: -2.937 0.083 -1.212
O: -1.989 -0.962 -2.119
Si: -2.652 -2.376 -2.646
C: -3.006 -3.605 -1.284
C: -2.314 -3.285 0.051
C: -1.939 -4.500 0.869
F: -3.031 -4.910 1.554
F: -1.586 -5.548 0.105
C: -0.753 -4.279 1.835
F: -0.499 -5.437 2.438
F: 0.313 -3.975 1.078
C: -0.989 -3.187 2.936
F: -2.226 -2.694 2.932
F: -0.795 -3.765 4.129
C: 0.027 -2.020 2.864
F: -0.273 -1.158 3.839
F: -0.111 -1.374 1.708
F: 1.262 -2.428 3.055
C: -4.213 -2.206 -3.700
C: -4.318 -0.973 -4.548
O: -3.642 -0.675 -5.487
Br: -5.795 0.249 -3.992
O: -1.476 -3.090 -3.627
C: -0.520 -2.227 -4.114
O: -0.662 -1.636 -5.168
C: 0.738 -2.066 -3.332
C: 0.816 -2.458 -2.034
C: 1.932 -2.286 -1.288
C: 3.024 -1.721 -1.876
C: 2.958 -1.363 -3.179
C: 1.838 -1.512 -3.904
H: 0.457 2.717 0.979
H: -0.020 1.280 1.866
H: 1.402 1.234 0.873
H: -0.473 1.993 -0.974
H: 0.036 0.312 -0.753
H: -1.859 0.197 1.049
H: -3.471 1.187 -2.016
H: -4.051 -0.667 -0.589
H: -2.784 -4.601 -1.660
H: -4.082 -3.605 -1.114
H: -3.021 -2.727 0.656
H: -1.468 -2.613 -0.076
H: -5.106 -2.342 -3.098
H: -4.187 -3.047 -4.395
H: -0.045 -2.928 -1.582
H: 1.922 -2.592 -0.257
H: 3.914 -1.588 -1.285
H: 3.843 -0.938 -3.616
H: 1.824 -1.202 -4.935
C: 1.758 5.808 3.130
C: 1.599 7.252 2.740
O: 1.658 7.195 1.323
C: 1.192 5.965 0.956
O: 0.861 5.669 -0.142
O: 1.150 5.132 2.023
F: 2.624 8.016 3.198
H: 2.807 5.513 3.200
H: 1.255 5.566 4.059
H: 0.653 7.699 3.046
C: 7.786 -2.721 -1.930
C: 7.137 -2.911 -3.278
O: 6.056 -1.995 -3.233
C: 6.437 -0.980 -2.398
O: 5.895 0.068 -2.328
O: 7.519 -1.341 -1.665
F: 6.649 -4.166 -3.426
H: 7.317 -3.338 -1.163
H: 8.855 -2.915 -1.941
H: 7.779 -2.672 -4.128
C: -3.896 4.949 5.266
C: -3.707 4.693 3.791
O: -2.525 5.418 3.501
C: -1.791 5.443 4.643
O: -0.640 5.730 4.688
O: -2.540 5.090 5.711
F: -4.731 5.200 3.062
H: -4.442 5.875 5.452
H: -4.394 4.132 5.781
H: -3.560 3.646 3.526

HOMO level: -9.593 eV
Multiplicity: 1
Largest force on an atom: 0.046 Eh/bohr